No. 1
45
Properties=species:S:1:pos:R:3 method="wB97M-V/def2-TZVPD" spin_multiplicity=1 e_tot_ha=-3339.1066 lumo_energy_ev=-3.9 e_above_lowest_kcal_mol=1.0 homo_lumo_gap_ha=0.301 total_charge=+1
Lu 0.5956 -0.1309 -0.2360
N -2.4615 -0.4143 0.0384
N -2.7096 -1.4701 0.9118
C -1.6834 -2.0491 1.5415
N -1.8715 -3.1611 2.2224
N -0.5178 -1.3638 1.4471
N 0.6414 -1.9765 1.6413
O 1.6253 -1.2844 1.2926
O 0.7683 -3.0915 2.1115
H -2.9646 0.4164 0.3242
H -2.7373 -0.6652 -0.9031
H -3.6308 -1.8756 0.9709
H -2.7680 -3.6185 2.2537
H -1.0710 -3.6110 2.6369
I 3.2015 1.4911 0.7692
C 3.0917 1.0683 2.8833
I 1.0789 0.8556 3.5359
H 3.5350 1.9010 3.4125
H 3.6130 0.1391 3.0719
B 0.6597 2.3209 -2.0603
N -0.1383 1.2716 -2.8726
C -0.4390 1.2292 -4.1715
C -1.1139 0.0447 -4.4256
C -1.1609 -0.5965 -3.1941
N -0.5683 0.1534 -2.2540
N -0.1892 2.7122 -0.8120
C -0.8266 3.8659 -0.6053
C -1.4974 3.7916 0.6050
C -1.1988 2.5242 1.0850
N -0.4044 1.8709 0.2283
H 0.8633 3.2935 -2.7144
H 1.6834 1.7663 -1.6857
H -0.1550 2.0266 -4.8376
H -1.5049 -0.3072 -5.3638
H -1.5784 -1.5604 -2.9440
H -0.7657 4.6731 -1.3161
H -2.1017 4.5483 1.0736
H -1.5049 2.0670 2.0122
F 0.6573 -4.0133 -2.7949
C 1.7319 -3.3028 -2.4341
F 2.3508 -2.8739 -3.5294
F 2.5615 -4.0993 -1.7536
C 1.3037 -2.1206 -1.5357
O 2.0279 -1.1037 -1.4832
O 0.2373 -2.2444 -0.8863


No. 2
33
Properties=species:S:1:pos:R:3 method="wB97M-V/def2-TZVPD" spin_multiplicity=1 e_tot_ha=-2129.1894 lumo_energy_ev="-4.7 / -4.7" e_above_lowest_kcal_mol=28.8 homo_lumo_gap_ha="0.211 / 0.211" total_charge=+1
Pt 0.0510 -0.2679 -0.0610
N 1.1650 0.5881 1.7706
C 1.3167 -0.3941 2.8350
C 0.0031 -1.1615 3.0260
N -0.4730 -1.7908 1.7899
C 0.0492 -3.1332 1.5235
C 1.3362 -3.1131 0.6895
N 1.1396 -2.2840 -0.5014
H 2.0451 1.0404 1.5424
H 0.4972 1.3152 2.0218
H 1.5843 0.0685 3.7927
H 2.1166 -1.0781 2.5504
H -0.7574 -0.4505 3.3528
H 0.1462 -1.9094 3.8168
H -1.4868 -1.8362 1.8172
H -0.7056 -3.6907 0.9631
H 0.2433 -3.6715 2.4585
H 1.5895 -4.1467 0.4241
H 2.1644 -2.6985 1.2643
H 0.4844 -2.7467 -1.1301
H 2.0197 -2.1568 -0.9934
Cl -1.9276 3.9000 -5.5755
C -1.5625 3.2976 -4.0161
C -1.4765 1.9194 -3.8251
C -1.1559 1.4406 -2.5767
Cl -1.0475 -0.2502 -2.3176
C -0.8614 2.2794 -1.4641
O -0.4779 1.8475 -0.3304
C -0.9824 3.6829 -1.7181
Cl -0.6360 4.7378 -0.4153
C -1.3316 4.1739 -2.9569
H -1.6577 1.2483 -4.6513
H -1.4118 5.2401 -3.1057


No. 3
29
Properties=species:S:1:pos:R:3 method="wB97M-V/def2-TZVPD" spin_multiplicity=1 smiles="[NH2+]=c1cnn(C2CCCCC2)c(Cl)c1" e_tot_ha=-1014.2749 lumo_energy_ev=-4.1 e_above_lowest_kcal_mol=0.0 homo_lumo_gap_ha=0.341 total_charge=+1
C 3.6586 -0.6438 0.0356
C 2.7235 1.5585 -0.1611
C 3.8862 0.7468 -0.0967
C 2.3874 -1.1311 0.1576
C -2.9583 -0.1859 -0.2265
C -2.1770 -1.3578 -0.8118
C -2.3703 0.2317 1.1168
C -0.7127 -0.9696 -1.0078
C -0.8939 0.5887 0.9673
C -0.1072 -0.5663 0.3439
N 1.5240 1.0873 -0.0247
N 1.2791 -0.1611 0.1621
N 5.1039 1.2693 -0.1583
Cl 2.0178 -2.7712 0.2901
H 4.4925 -1.3285 0.0515
H 2.7850 2.6261 -0.3102
H -2.9102 0.6554 -0.9190
H -4.0069 -0.4548 -0.0973
H -2.2449 -2.2203 -0.1459
H -2.6014 -1.6437 -1.7739
H -2.9087 1.1021 1.4945
H -2.4921 -0.5725 1.8440
H -0.1500 -1.8004 -1.4375
H -0.6478 -0.1217 -1.6924
H -0.8015 1.4645 0.3267
H -0.4659 0.8272 1.9442
H -0.1141 -1.4299 1.0170
H 5.9301 0.6958 -0.1057
H 5.2212 2.2665 -0.2294


No. 4
55
Properties=species:S:1:pos:R:3 method="wB97M-V/def2-TZVPD" spin_multiplicity=3 e_tot_ha=-4217.0289 lumo_energy_ev="-0.2 / -1.8" e_above_lowest_kcal_mol=0.0 s2=2.00 homo_lumo_gap_ha="0.344 / 0.317" total_charge=0
Pt -0.0280 0.0180 -0.0298
C 1.3049 2.2419 3.1146
F 0.5313 2.9680 2.3151
F 2.5569 2.3359 2.7220
F 1.1595 2.6476 4.3627
S 0.6926 0.4822 3.0547
O 1.1629 -0.1332 4.2340
O -0.7104 0.5907 2.8318
N 1.2743 -0.1912 1.6429
S 2.8023 -0.7339 1.6783
O 3.2260 -0.9394 0.3306
O 3.6476 -0.0114 2.5506
C 2.7565 -2.4528 2.3738
F 4.0211 -2.8435 2.4941
F 2.1606 -2.4925 3.5571
F 2.1365 -3.3048 1.5448
C -1.5040 2.7372 -2.7208
F -2.0678 3.8794 -3.1096
F -1.9476 1.7599 -3.5040
F -0.1935 2.8263 -2.8440
S -1.9779 2.4772 -0.9245
O -0.9023 2.9855 -0.1558
O -3.2670 3.0147 -0.8159
N -1.8891 0.8063 -0.7733
S -3.3283 0.0506 -1.0216
O -4.0930 0.6095 -2.0760
O -3.1021 -1.3674 -1.0695
C -4.3030 0.3169 0.5530
F -5.5871 0.4436 0.1965
F -4.1630 -0.7268 1.3529
F -3.9169 1.3906 1.1981
C 2.2829 2.4272 -0.7489
O 1.4281 1.3779 -1.1911
C 1.8284 0.8010 -2.4264
C 0.8895 -0.3588 -2.7622
N 0.9253 -1.3334 -1.6297
C -0.1742 -2.3465 -1.7298
C -0.3290 -2.9925 -0.3834
O -0.9169 -2.0224 0.4705
C -1.3740 -2.5102 1.7452
H 2.2433 3.2543 -1.4629
H 3.2786 2.0873 -0.4780
H 1.7820 2.8453 0.1270
H 2.8520 0.4238 -2.3133
H 1.7523 1.5161 -3.2512
H 1.1942 -0.7631 -3.7304
H -0.1179 0.0555 -2.8377
H 1.8145 -1.8035 -1.7957
H 0.0652 -3.0815 -2.5041
H -1.0996 -1.8407 -1.9888
H 0.6440 -3.2610 0.0467
H -0.9218 -3.9086 -0.4015
H -1.1460 -3.5748 1.8279
H -2.4547 -2.3979 1.7904
H -0.8982 -1.9792 2.5646


No. 5
26
Properties=species:S:1:pos:R:3 method="wB97M-V/def2-TZVPD" spin_multiplicity=3 e_tot_ha=-444.5581 lumo_energy_ev="1.0 / -1.7" e_above_lowest_kcal_mol=0.0 s2=2.02 homo_lumo_gap_ha="0.178 / 0.264" total_charge=0
C -0.1710 -2.6781 -0.7770
C -1.3205 -1.8751 -0.8518
C 0.7820 -1.8827 -0.1506
C -1.0604 -0.6467 -0.4054
C -2.2311 0.3338 -0.1700
C 1.3244 0.4270 0.4727
C -2.0029 1.5951 -0.0267
C -3.6510 -0.1374 -0.1722
C 2.7164 0.3454 -0.2583
C 1.4455 0.4916 1.9743
N 0.3038 -0.6193 0.0355
H -0.0273 -3.5609 -1.2933
H -2.2860 -2.2754 -0.9975
H 1.7284 -2.1596 0.1917
H -2.6499 2.4644 0.0980
H -1.0222 1.8707 -0.0863
H 0.8227 1.3061 0.2129
H -3.8963 -0.3265 -1.2091
H -4.3004 0.6657 0.2881
H -3.7412 -1.0818 0.3763
H 2.6674 0.6572 -1.2881
H 3.0291 -0.6927 -0.2425
H 3.3704 1.0514 0.1974
H 0.7457 -0.4094 2.3777
H 1.0092 1.4264 2.3199
H 2.5321 0.4729 2.3167


No. 6
28
Properties=species:S:1:pos:R:3 method="wB97M-V/def2-TZVPD" spin_multiplicity=1 e_tot_ha=-574.4741 lumo_energy_ev=-4.2 e_above_lowest_kcal_mol=29.4 homo_lumo_gap_ha=0.263 total_charge=+1
C -1.0861 2.7942 -1.9724
C -1.8287 2.9068 -0.7656
C 0.0083 1.9133 -1.9698
C -1.6951 2.0286 0.2837
C 0.2330 1.0886 -0.8269
C -0.8751 -0.1835 0.9916
C 0.4527 -0.4626 1.6462
C -1.5546 -1.2875 0.1796
C 1.0067 -1.7878 1.8159
C 2.0319 -0.4678 -1.6147
N -0.6803 1.0901 0.2433
N 1.0741 0.1134 -0.7234
O 0.8508 0.4786 2.3695
H -1.3788 3.5242 -2.7229
H -2.5040 3.7371 -0.5277
H 0.7378 1.8843 -2.7896
H -2.2139 2.1014 1.2226
H -1.5592 0.1942 1.6533
H -1.0716 -1.4217 -0.8647
H -2.6983 -1.1166 -0.0202
H -1.4633 -2.2960 0.6702
H 0.8083 -2.4519 0.9726
H 0.4819 -2.2814 2.6842
H 2.0678 -1.8802 1.8675
H 1.6264 -0.7508 -2.6001
H 2.9064 0.1693 -1.8219
H 2.3251 -1.4051 -1.0879
H 1.6849 0.2798 2.8202